Here is a molecular structure, C31H38MnN2OP2Si2 at a distorted geometry from the OMol25 dataset. Energies are from the ωB97M-V functional and the def2-TZVPD basis.

XYZ file:
```
77
Properties=species:S:1:pos:R:3
C 1.501 0.338 2.935
C 1.609 -0.875 3.611
H 2.704 4.004 1.719
H 6.436 1.008 2.246
C -0.997 -2.776 -0.853
Mn -0.646 0.619 0.174
C 1.341 -1.898 -2.241
H -3.174 -4.088 1.384
C 3.881 -0.045 -0.452
C 1.281 0.264 5.702
C -3.243 -0.978 -3.014
Si 1.456 3.121 -0.250
C -3.227 1.515 -1.246
H 4.177 -2.899 -4.662
H -1.482 -2.285 1.175
H 2.879 2.042 -1.979
Si -2.212 0.458 -2.412
H 0.255 5.197 -0.921
P 0.109 -1.353 -1.034
C 2.175 -2.972 -1.934
H 2.032 -3.518 -1.009
C 3.191 -3.332 -2.804
O -1.801 0.632 1.180
C 1.275 1.511 3.646
H 2.251 3.587 -2.556
H -0.705 -3.498 -2.858
C -2.186 -4.640 -1.810
C 2.900 3.907 0.648
H 3.098 4.907 0.253
N -0.737 -0.096 -1.666
C -2.883 -4.803 -0.620
C -2.633 -3.959 0.455
H 1.577 -1.855 5.517
H -3.618 -5.592 -0.528
H 2.704 -0.991 -5.207
H -2.596 1.955 -4.363
C 1.996 2.686 -1.991
C -1.688 -2.948 0.342
H -2.629 -1.648 -3.621
H -2.376 -5.301 -2.646
H 3.164 -0.347 -1.206
C -1.721 1.520 -3.874
H -3.630 -1.565 -2.177
H 5.574 -0.332 -1.731
H 0.892 -0.342 -3.645
H 3.811 3.316 0.526
C 3.441 0.330 0.816
C 6.153 0.345 0.224
C 0.008 4.300 -0.348
C 0.693 -0.855 0.465
P 1.671 0.370 1.138
H 0.978 2.385 5.581
C 1.165 1.472 5.030
H -4.059 1.893 -1.850
H -3.628 0.957 -0.405
C 5.236 -0.037 -0.746
H -1.070 2.338 -3.558
H 1.190 0.235 6.781
H -0.846 3.823 -0.837
H -4.086 -0.648 -3.625
C 4.363 0.709 1.789
H 1.159 2.444 3.110
C -1.246 -3.626 -1.928
C 2.555 -1.548 -4.291
H 1.204 2.159 -2.530
H -2.703 2.386 -0.844
H 3.838 -4.166 -2.564
H 4.025 0.993 2.778
C 3.382 -2.618 -3.983
C 1.532 -1.186 -3.420
C 1.501 -0.910 4.993
H -0.313 4.607 0.650
H -1.178 0.933 -4.620
H 1.755 -1.789 3.048
N 0.908 1.732 0.617
C 5.719 0.716 1.490
H 7.211 0.349 -0.005
```

Output
energy above the lowest of the compared OMol25 structures with the same formula, charge and spin	0.000	eV
net charge	0
highest occupied orbital energy (alpha / beta)	-7.658 / -7.793	eV
multiplicity	2
LUMO energy (alpha / beta)	0.556 / 0.652	eV
⟨S²⟩	0.776
HOMO-LUMO gap (alpha / beta)	8.214 / 8.445	eV


Here is a molecular structure, C33H28Cl3N4O10S2V from the OMol25 dataset. Energies are from the ωB97M-V functional and the def2-TZVPD basis.

XYZ file:
```
81
Properties=species:S:1:pos:R:3
H -1.531 -0.909 1.712
O 0.627 3.362 -1.949
C 4.683 4.452 -0.083
N 2.730 -1.857 -1.216
C -1.427 -4.879 -1.380
H -1.661 1.875 5.803
S -3.466 -4.028 -0.063
C -2.698 1.962 5.485
O 5.659 5.120 0.493
S -3.275 2.716 -0.468
N 2.368 0.270 -1.519
H -5.082 3.187 1.670
C 0.973 4.225 -0.887
C -0.145 -5.559 -1.754
C 2.801 0.094 -0.219
H 6.111 3.396 -1.340
C 4.081 2.741 -1.616
H -2.243 0.143 0.011
C -0.065 -1.992 2.821
V 1.409 1.844 -2.361
Cl 2.594 -4.671 1.618
C 2.416 3.933 -0.545
N 2.809 2.891 -1.252
H 0.444 -3.194 -1.709
H 0.011 -5.450 -2.832
Cl -1.420 -5.747 1.227
H -4.653 1.180 -1.371
H -4.857 2.842 4.107
O 1.015 -5.067 -1.065
C -0.323 -2.192 0.460
H 2.905 0.910 0.474
Cl -0.529 -1.285 4.328
H -4.097 -2.983 -2.175
C -2.861 0.113 -0.889
C -2.018 -4.936 -0.152
H -3.421 -0.821 -0.850
C -3.047 2.636 1.271
H -3.207 1.028 5.732
C 2.550 -3.306 -1.374
C -1.711 2.044 3.168
H 3.276 -3.811 -0.745
C -0.718 -1.619 1.658
H -0.977 2.104 1.146
O 0.276 5.070 -0.475
H -0.765 1.728 3.591
H -0.173 -6.622 -1.520
O 2.790 1.903 -3.399
C 1.107 -3.672 -0.975
H 5.352 5.820 1.088
H 2.735 -3.576 -2.412
H 2.982 5.608 0.661
H -1.942 -3.941 -3.319
H 3.384 -1.770 0.828
H -3.173 2.753 6.064
C 3.316 4.743 0.103
C -1.962 0.083 -2.135
C -2.193 -4.072 -2.274
O -4.343 3.594 -0.806
C -0.640 0.728 -2.006
C 3.035 -1.227 -0.033
O 5.033 1.430 -3.446
C -3.313 -3.552 -1.700
N -3.803 1.202 -0.825
C -1.824 2.247 1.801
H -2.446 0.534 -3.004
C 1.318 -3.498 1.582
H -0.860 -1.945 -0.451
H 2.036 -1.149 -3.104
H 1.440 -3.242 3.707
C 2.336 -0.936 -2.090
C -4.009 2.664 3.458
H -1.741 -0.957 -2.419
C 5.075 3.478 -1.038
C 0.948 -2.936 2.794
O 0.041 0.982 -3.155
O 0.021 1.005 -1.000
C 4.137 1.925 -2.884
C 0.706 -3.126 0.384
C -2.803 2.233 4.013
C -4.143 2.861 2.097
O -1.968 2.867 -1.071
```

Output
energy above the lowest of the compared OMol25 structures with the same formula, charge and spin	1.801	eV
net charge	+2
highest occupied orbital energy	-13.264	eV
multiplicity	1
LUMO energy	-9.355	eV
HOMO-LUMO gap	3.909	eV


Here is 8 unconnected molecules or ions with the total composition C32H60ClN3O21 at a distorted geometry from the OMol25 dataset. Energies are from the ωB97M-V functional and the def2-TZVPD basis.

XYZ file:
```
117
Properties=species:S:1:pos:R:3
H -5.301 2.639 9.444
H 4.496 -0.570 -5.080
C 3.850 1.948 -5.496
C 2.466 3.776 -5.900
O -5.294 0.793 7.517
H -8.716 5.454 -1.009
O 6.964 1.656 4.831
C -5.757 3.047 2.022
H -6.619 3.136 2.688
H 3.920 -2.835 1.196
H -6.939 7.480 0.224
H 2.294 4.535 -6.664
C 2.083 -6.343 -0.946
H 6.370 2.696 3.130
O -5.646 -0.124 1.946
O -4.078 -1.694 1.437
H -4.018 0.757 5.174
O -7.745 3.324 0.276
H -6.721 -1.895 1.761
O 3.325 1.733 -4.428
H 1.547 3.198 -5.774
H 6.702 -1.995 -2.675
C -10.035 11.220 -0.131
H -4.849 3.138 2.620
H -5.935 -1.627 3.356
C -5.046 0.975 4.875
C 3.093 -9.291 -4.979
O 4.857 1.241 -6.038
C 3.016 -5.027 -0.823
H 4.811 -1.251 -1.552
O 8.663 0.328 5.129
H -5.824 8.784 -0.310
C 4.668 -2.313 0.491
Cl 1.424 -6.656 0.776
H -5.718 8.126 1.330
C 9.569 -0.654 4.630
C 2.314 -11.376 -4.298
H 2.738 4.279 -4.969
O 3.529 2.937 -6.349
H 3.941 -6.808 -4.732
H 2.760 -7.247 -1.179
N 0.244 -0.936 0.486
H 3.828 -5.118 -1.626
O -8.322 9.390 -1.022
H -6.956 1.967 9.242
H -6.703 3.717 9.356
H 1.251 -6.179 -1.714
O -5.755 4.101 1.058
H 4.896 -6.905 -6.220
C 7.110 -2.492 -0.699
H -5.674 0.086 4.973
H 5.146 -1.470 1.138
C 4.004 -7.279 -5.716
H 8.123 -2.866 -0.294
H -1.878 -0.214 1.114
C 4.010 -1.581 -0.776
H -7.564 6.140 -2.166
H 1.162 -3.795 -1.267
C 7.747 0.739 4.235
O -6.698 5.143 -0.604
C -8.226 9.776 0.120
H 3.559 -5.122 0.201
H 2.010 -3.348 0.310
O 7.644 0.352 3.095
C 1.687 -1.356 -1.905
H -10.714 10.428 -0.457
H 1.375 -11.284 -4.849
H 3.556 -0.585 -0.386
H 5.688 0.511 -4.276
C -5.639 1.811 6.965
H 10.146 -0.256 3.792
H -2.665 -0.484 -0.479
C -6.279 2.784 8.981
C -6.405 8.384 0.523
C -4.473 -0.554 1.439
C 2.900 -2.418 -1.587
N 3.751 -3.169 -4.190
H 9.032 -1.559 4.335
C -7.774 5.276 -1.533
H 3.132 -7.025 -6.324
O -5.577 2.053 5.643
O 4.133 -8.695 -5.589
O 3.342 -10.611 -4.925
C 3.455 -2.829 -3.059
H -7.845 4.391 -2.169
H -7.367 -0.693 2.891
C 2.215 -3.636 -0.797
C 5.939 -3.282 0.103
C -2.550 0.203 0.363
H -10.606 11.946 0.449
H 10.261 -0.910 5.434
H -2.117 1.133 -0.008
H -9.598 11.733 -0.991
O -6.154 2.900 7.565
H 5.371 2.911 4.577
H 7.090 -1.349 -0.487
H 6.327 -3.573 -2.295
H 2.184 -11.068 -3.258
H 2.621 -12.423 -4.312
C 0.850 -1.008 -0.556
H 6.114 -0.349 -5.764
C -6.827 4.108 0.247
H 5.617 -4.267 -0.382
O -9.014 10.692 0.713
H -5.748 2.075 1.529
H 6.402 -3.567 1.133
H -5.042 1.279 3.828
N 7.025 -2.827 -2.158
C 5.938 2.184 3.993
O -7.315 9.365 1.019
H 2.165 -0.372 -2.264
O 2.107 -8.736 -4.553
H 0.917 -1.776 -2.647
C 5.303 0.151 -5.233
O -3.822 0.511 0.938
H 5.256 1.392 3.673
C -6.451 -1.154 2.517
```

Output
net charge	0
highest occupied orbital energy	-9.391	eV
structure (SMILES)	N#CC[C@](C#N)(CCCCl)CCCCN.COC(=O)OC.COC(=O)OC.COC(=O)OC.COC(=O)OC.COC(=O)OC.COC(=O)OC.COC(=O)OC
multiplicity	1
LUMO energy	0.371	eV
HOMO-LUMO gap	9.762	eV


Number 1: E_tot -3801.6076 Ha. Number 2: E_tot -5366.2105 Ha. Number 3: E_tot -3459.7178 Ha.